No. 1
Entry from OMol25: one molecule with the formula H4NO2PS (ωB97M-V with the def2-TZVPD basis set).

The geometry in XYZ format:
```
9
Properties=species:S:1:pos:R:3:forces:R:3:mulliken_charge:R:1
O 1.083 0.528 -1.345 -0.2 0.1 -0.3 -0.45
P 0.868 -0.108 0.135 -0.5 -0.1 0.6 0.30
O 0.739 -1.670 -0.351 0.1 0.1 -0.6 -0.46
N -0.817 0.208 0.267 0.3 0.3 -0.3 -0.30
S -1.334 1.631 1.074 0.1 -0.3 0.0 -0.16
H 1.997 0.617 -1.617 0.3 0.0 0.0 0.31
H 0.688 -2.301 0.367 0.0 -0.1 0.3 0.32
H -1.289 0.090 -0.629 -0.1 -0.1 0.2 0.31
H -1.934 1.005 2.099 0.0 0.1 0.0 0.13
```
Positions in Å, forces in eV/Å.

Computed properties:
Kohn-Sham gap	10.19	eV
HOMO	-9.345	eV
electronic energy	-947.2162	Eh
energy above the lowest of the compared OMol25 structures with the same formula, charge and spin	32.7	kcal per mole
F_max	0.8	eV/A


No. 2
Entry from OMol25: one molecule with the formula C6H10O at a distorted geometry (ωB97M-V with the def2-TZVPD basis set).

The geometry in XYZ format:
```
17
Properties=species:S:1:pos:R:3:forces:R:3:mulliken_charge:R:1
C -0.877 1.988 -1.118 0.3 -0.3 0.0 -1.28
C -0.285 0.678 -0.562 -0.4 0.1 0.3 1.06
C -0.561 0.217 0.686 0.1 0.2 -0.5 -0.57
C -0.047 -1.061 1.375 -0.1 0.8 -0.8 -0.39
C 1.469 -1.173 1.101 -0.3 -0.8 0.8 -1.13
C 0.638 0.046 -1.577 -0.9 -0.1 0.7 -0.64
O 0.057 -0.996 -2.124 0.0 0.1 -0.1 -0.22
H -1.519 1.808 -1.998 0.2 -0.1 0.3 0.27
H -0.052 2.614 -1.470 -0.1 0.1 0.1 0.35
H -1.481 2.544 -0.388 0.3 -0.3 0.0 0.36
H -1.100 0.905 1.352 -0.1 -0.3 -0.4 0.25
H -0.597 -1.959 1.014 0.4 0.5 0.2 0.24
H -0.297 -0.958 2.452 0.4 -0.2 -0.6 0.31
H 1.888 -1.863 1.837 0.1 -0.4 -0.4 0.36
H 1.711 -1.488 0.067 -0.1 0.2 0.7 0.32
H 1.967 -0.244 1.337 0.0 0.5 -0.3 0.34
H -0.854 -1.140 -1.788 0.2 0.0 0.1 0.36
```
Positions in Å, forces in eV/Å.

Computed properties:
Kohn-Sham gap	9.26	eV
HOMO	-8.546	eV
electronic energy	-309.7314	Eh
energy above the lowest of the compared OMol25 structures with the same formula, charge and spin	69.6	kcal per mole
F_max	1.2	eV/A


Which of these has the highest F_max?
C6H10O


Which of these has the highest Kohn-Sham gap?
H4NO2PS


Look up the F_max of the first one.
0.8 eV/A


Copy entry 2 word for word.
Entry from OMol25: one molecule with the formula C6H10O at a distorted geometry (ωB97M-V with the def2-TZVPD basis set).

The geometry in XYZ format:
```
17
Properties=species:S:1:pos:R:3:forces:R:3:mulliken_charge:R:1
C -0.877 1.988 -1.118 0.3 -0.3 0.0 -1.28
C -0.285 0.678 -0.562 -0.4 0.1 0.3 1.06
C -0.561 0.217 0.686 0.1 0.2 -0.5 -0.57
C -0.047 -1.061 1.375 -0.1 0.8 -0.8 -0.39
C 1.469 -1.173 1.101 -0.3 -0.8 0.8 -1.13
C 0.638 0.046 -1.577 -0.9 -0.1 0.7 -0.64
O 0.057 -0.996 -2.124 0.0 0.1 -0.1 -0.22
H -1.519 1.808 -1.998 0.2 -0.1 0.3 0.27
H -0.052 2.614 -1.470 -0.1 0.1 0.1 0.35
H -1.481 2.544 -0.388 0.3 -0.3 0.0 0.36
H -1.100 0.905 1.352 -0.1 -0.3 -0.4 0.25
H -0.597 -1.959 1.014 0.4 0.5 0.2 0.24
H -0.297 -0.958 2.452 0.4 -0.2 -0.6 0.31
H 1.888 -1.863 1.837 0.1 -0.4 -0.4 0.36
H 1.711 -1.488 0.067 -0.1 0.2 0.7 0.32
H 1.967 -0.244 1.337 0.0 0.5 -0.3 0.34
H -0.854 -1.140 -1.788 0.2 0.0 0.1 0.36
```
Positions in Å, forces in eV/Å.

Computed properties:
Kohn-Sham gap	9.26	eV
HOMO	-8.546	eV
electronic energy	-309.7314	Eh
energy above the lowest of the compared OMol25 structures with the same formula, charge and spin	69.6	kcal per mole
F_max	1.2	eV/A